Molecular formula: CH4FN2O
Method: DFT, ωB97M-V with the def2-TZVPD basis set

Structure (XYZ):
```
9
Properties=species:S:1:pos:R:3
F 0.46 1.85 1.05
O 2.27 -0.51 -0.25
N 1.04 -0.26 0.08
N -1.56 -0.06 -0.01
C 0.02 -1.01 -0.21
H -1.50 0.41 -0.89
H 0.72 0.73 0.44
H -0.07 -1.76 -0.96
H -1.38 0.60 0.75
```

Results
* relative energy (zero: lowest compared OMol25 entry of this formula, charge and spin): 168.7 kJ/mol
* 2S+1: 1
* E_LUMO: 4.702 eV
* charge: -1
* frontier orbital gap: 9.0 eV
* calculated total energy: -8844.7710 eV
* HOMO: -4.28 eV